{
  "formula": "C2H3N3O2",
  "method": "ωB97M-V with the def2-TZVPD basis set",
  "total_energy_ev": -10683.1591,
  "smiles": "N#CC(=O)N(N)O",
  "orbital_gap_ev": 10.71,
  "lumo_ev": 0.3,
  "homo_energy_ev": -10.36,
  "species": ["C", "C", "N", "N", "N", "O", "O", "H", "H", "H"],
  "positions_angstrom": [[0.3992, 1.5551, 1.4203], [-0.5415, 0.1951, 0.6436], [0.9710, 2.3023, 2.0339], [-0.4691, -1.4092, -1.1203], [0.0965, -0.4389, -0.3319], [-1.6365, 0.0779, 1.0085], [1.3005, 0.1751, -0.9363], [-1.1212, -1.1823, -1.9229], [-0.5609, -2.2441, -0.5264], [1.5619, 0.9688, -0.2685]],
  "forces_ev_per_angstrom": [[-2.9, -5.3, -3.5], [1.7, 3.3, 0.3], [1.8, 2.6, 1.9], [0.2, -0.1, 0.5], [2.0, 0.9, -1.7], [-1.9, -0.6, 1.1], [-0.5, 1.4, 2.7], [0.9, -0.1, 1.9], [-0.4, 0.5, -1.2], [-0.9, -2.6, -2.0]]
}

{
  "formula": "C24H56O24S6",
  "method": "ωB97M-V with the def2-TZVPD basis set",
  "total_energy_ev": -139931.4179,
  "smiles": "CCOS(C)(=O)=O.CCOS(C)(=O)=O.CCOS(C)(=O)=O.CCOS(C)(=O)=O.CCOS(C)(=O)=O.CCOS(C)(=O)=O.O=C1OCCO1.O=C1OCCO1",
  "orbital_gap_ev": 10.24,
  "lumo_ev": 0.1,
  "homo_energy_ev": -10.16,
  "species": ["O", "S", "O", "O", "C", "C", "C", "H", "H", "H", "H", "H", "H", "H", "H", "O", "S", "O", "O", "C", "C", "C", "H", "H", "H", "H", "H", "H", "H", "H", "O", "S", "O", "O", "C", "C", "C", "H", "H", "H", "H", "H", "H", "H", "H", "O", "S", "O", "O", "C", "C", "C", "H", "H", "H", "H", "H", "H", "H", "H", "O", "S", "O", "O", "C", "C", "C", "H", "H", "H", "H", "H", "H", "H", "H", "O", "S", "O", "O", "C", "C", "C", "H", "H", "H", "H", "H", "H", "H", "H", "C", "C", "O", "C", "O", "O", "H", "H", "H", "H", "C", "C", "O", "C", "O", "O", "H", "H", "H", "H"],
  "positions_angstrom": [[30.1748, -37.4979, -1.9254], [29.4635, -36.2962, -2.1767], [28.5689, -36.1987, -3.2628], [28.5558, -36.0206, -0.7530], [27.6099, -37.1055, -0.4590], [26.8628, -36.7637, 0.9022], [30.6556, -34.9628, -2.2882], [28.3333, -38.0618, -0.4378], [26.9507, -37.0716, -1.4100], [26.4192, -35.8865, 0.5655], [27.4210, -36.8502, 1.7422], [26.2229, -37.5918, 0.8176], [31.3524, -35.1345, -3.1610], [31.2071, -34.9845, -1.3964], [30.0345, -33.9546, -2.2579], [28.8118, -32.3202, -0.3461], [28.1728, -32.4626, 0.9740], [27.5280, -33.6188, 1.3656], [29.4481, -32.0961, 1.9307], [30.4039, -33.1527, 2.0455], [31.5598, -32.5186, 2.6093], [27.1639, -31.0899, 1.2900], [30.6461, -33.5474, 1.0559], [29.8419, -33.7431, 2.6397], [31.3630, -31.8590, 3.3949], [32.2597, -32.0625, 1.9928], [32.3268, -33.3227, 2.9455], [26.5564, -31.0485, 2.0737], [26.1444, -31.1337, 0.6034], [27.7072, -29.9898, 0.9512], [23.4909, -28.4500, -9.4553], [22.4694, -29.5193, -9.3654], [22.7077, -30.8471, -9.9441], [22.1760, -29.7873, -7.6950], [23.2773, -30.4309, -7.0460], [22.9317, -30.9013, -5.5831], [21.0635, -28.7742, -9.9535], [23.9324, -29.6574, -7.1565], [23.8143, -31.1235, -7.7934], [23.7046, -31.4516, -5.1179], [21.7424, -31.3792, -5.7124], [22.6745, -30.0523, -4.8752], [21.1789, -29.0399, -10.9396], [20.9806, -27.7519, -9.8831], [20.1522, -29.2421, -9.4984], [26.9541, -30.7071, -8.6459], [27.3506, -31.9324, -8.0146], [28.6684, -32.4559, -8.3571], [27.4804, -31.4707, -6.4675], [27.9259, -30.2027, -6.1590], [28.5280, -30.0090, -4.7653], [26.1087, -33.1591, -8.0402], [27.2158, -29.3780, -6.2327], [28.7747, -30.1583, -6.8601], [27.7206, -30.0171, -4.1318], [29.0600, -29.0407, -4.6899], [29.2524, -30.8432, -4.6100], [25.8783, -33.7160, -8.8914], [25.2877, -32.8572, -7.6677], [26.4653, -33.8398, -7.2448], [23.8093, -34.2973, -6.2024], [23.0039, -35.2344, -5.5382], [22.0972, -35.8996, -6.3508], [24.1402, -36.2983, -4.9608], [25.1831, -36.7308, -5.9222], [25.8411, -37.9388, -5.3518], [22.2247, -34.5779, -4.0463], [25.8931, -35.9357, -6.3124], [24.6432, -36.8523, -6.9474], [25.2810, -38.5528, -4.9927], [26.3987, -37.4742, -4.5544], [26.6120, -38.4158, -6.1643], [22.3772, -35.3488, -3.3250], [21.2587, -34.1761, -4.3482], [22.8342, -33.6929, -3.8872], [24.3199, -26.0237, -3.5864], [23.8993, -27.4124, -3.6662], [22.8496, -27.8403, -2.8682], [23.2060, -27.4542, -5.2678], [22.2538, -26.4352, -5.5699], [22.0860, -26.2851, -6.9897], [25.3438, -28.4189, -3.5260], [22.4905, -25.4593, -4.9622], [21.2310, -26.7544, -5.2047], [21.4539, -27.1177, -7.2854], [23.0147, -26.2218, -7.5108], [21.6288, -25.3080, -7.3090], [25.9577, -28.1539, -4.4428], [24.8548, -29.4588, -3.6650], [25.6830, -28.0449, -2.6328], [26.0690, -33.6767, -3.6946], [26.4500, -34.0413, -2.3504], [25.7702, -33.1478, -1.5662], [25.2284, -32.2293, -2.3044], [24.4462, -31.3122, -1.8889], [25.5042, -32.4562, -3.5657], [25.2620, -34.2127, -3.9940], [26.8650, -33.8241, -4.4734], [27.4389, -33.9968, -2.3221], [26.1284, -35.0928, -1.8781], [20.5892, -30.2562, -1.1320], [21.4359, -31.0094, -0.1969], [21.3328, -32.2992, -0.6972], [20.3119, -32.4630, -1.5336], [19.9186, -33.4626, -1.8819], [19.8843, -31.2519, -1.8072], [21.1884, -29.8703, -1.9379], [20.1601, -29.7869, -0.2923], [21.2323, -30.8582, 0.8082], [22.3068, -30.5169, -0.5516]],
  "forces_ev_per_angstrom": [[0.5, -0.8, -0.2], [-0.2, 0.2, 2.8], [-1.2, 0.2, -1.4], [1.7, 0.8, -1.6], [2.3, -0.9, -0.8], [0.6, -1.8, -5.6], [-2.0, 1.8, -0.6], [-2.2, 1.7, 0.0], [0.4, -0.8, 1.9], [-1.1, 1.9, 0.8], [1.8, 0.4, 2.4], [-1.7, -0.9, 0.7], [-1.3, 0.2, 0.8], [0.9, -0.1, 1.3], [1.4, -2.0, -0.5], [-1.8, -0.7, 1.2], [4.5, 4.2, -2.5], [-1.6, -3.2, 1.0], [-2.5, 1.1, -0.9], [-0.1, 1.6, -2.7], [3.7, -2.7, 1.9], [-0.1, 3.9, -6.5], [-0.3, -0.4, 0.1], [-0.6, -3.2, 2.1], [-0.4, 0.8, 1.4], [0.4, 1.4, -2.0], [-1.5, 0.8, 0.2], [-1.1, 0.0, 4.6], [3.0, -0.3, 0.4], [-1.5, -3.5, 1.3], [-1.5, -2.4, 0.1], [4.1, -0.2, 2.7], [-0.7, 2.3, 0.6], [-1.7, 0.0, -2.7], [0.5, -1.5, -0.5], [-4.8, 1.4, -1.8], [-2.8, -2.3, 1.9], [2.7, 2.2, 1.3], [-1.5, -0.2, 1.5], [0.5, -1.2, 0.2], [3.8, 0.5, 0.6], [0.6, -0.5, -1.2], [-0.4, -0.6, -2.6], [0.5, 2.3, 0.6], [0.8, 0.2, -0.6], [-0.7, -0.6, -0.7], [3.1, 2.6, -0.9], [-2.0, -0.2, 0.3], [-2.5, -3.5, 1.3], [2.9, 2.1, -0.9], [1.9, -1.4, -1.9], [5.7, -2.4, 1.1], [-0.4, -0.4, -1.0], [-0.3, 1.5, 0.1], [-1.5, -0.2, 2.3], [-0.4, -0.5, -0.3], [-0.6, 0.7, 0.4], [0.5, -0.4, -1.9], [-6.0, 2.9, 2.6], [0.0, -0.2, -0.5], [1.4, 2.8, -0.8], [2.2, -1.1, 1.3], [-2.5, -1.9, -1.1], [-0.4, 0.6, 0.2], [-2.0, 1.1, -3.7], [8.5, 6.8, -5.6], [1.6, 0.6, -1.8], [-0.5, -0.4, 1.7], [0.5, -0.6, 1.8], [-6.8, -7.4, 3.7], [0.9, -0.5, 0.5], [-1.9, 1.2, 2.1], [-0.7, -0.2, 0.8], [-0.3, -0.8, 0.3], [0.2, 0.0, 0.6], [0.3, -1.2, 0.6], [-0.3, 5.1, -4.5], [-2.0, -1.8, 2.6], [2.1, -1.3, 1.4], [-1.3, 1.8, 4.5], [-0.6, 1.3, -2.3], [-2.6, -1.9, -5.2], [-0.1, -1.7, -1.3], [1.1, 0.2, 0.3], [0.2, 0.0, -0.8], [0.8, -0.6, -0.5], [-0.1, -0.9, 0.8], [-0.4, -0.3, 1.4], [1.6, 1.2, 1.0], [1.2, 0.1, 2.3], [1.3, -2.4, -2.7], [-2.4, -4.8, 1.9], [-0.3, 1.3, 2.8], [-3.9, 4.1, 1.6], [3.2, -3.1, -1.5], [-0.5, 4.3, -1.0], [-2.0, -2.5, -1.4], [-0.6, 0.9, 0.8], [4.4, 0.5, 1.3], [0.7, 2.0, -1.8], [0.0, -0.7, -0.6], [2.2, -0.4, -2.8], [2.3, -2.3, 1.9], [2.3, 5.2, 2.8], [-2.4, -5.7, -2.6], [-3.6, 0.8, -1.3], [-0.1, 1.7, 0.4], [-2.4, 2.5, -0.9], [-0.4, -0.4, 1.9], [2.2, -0.5, 1.2]]
}

{
  "formula": "C6H11N",
  "method": "ωB97M-V with the def2-TZVPD basis set",
  "total_energy_ev": -7888.4406,
  "smiles": "CC=C=N.C=CC",
  "orbital_gap_ev": 9.60,
  "lumo_ev": 1.0,
  "homo_energy_ev": -8.58,
  "species": ["C", "C", "C", "C", "C", "C", "N", "H", "H", "H", "H", "H", "H", "H", "H", "H", "H", "H"],
  "positions_angstrom": [[1.7757, 1.8950, -2.1515], [1.3010, 0.5398, -1.7142], [0.0245, 0.1656, -1.6435], [-1.5508, -0.8406, 2.0167], [-1.5892, -2.3465, 2.0722], [-0.4527, -0.1467, 1.8255], [0.5875, 0.5017, 1.7261], [2.3659, 2.3798, -1.3645], [2.4234, 1.8161, -3.0326], [0.9342, 2.5489, -2.4015], [2.0764, -0.1783, -1.4419], [0.8222, 0.7187, 0.7530], [-0.7821, 0.8457, -1.9122], [-0.2648, -0.8312, -1.3197], [-2.4724, -0.2810, 2.1530], [-2.2934, -2.7527, 1.3369], [-0.6035, -2.7745, 1.8682], [-1.9068, -2.6959, 3.0615]],
  "forces_ev_per_angstrom": [[0.0, 0.1, 0.0], [-0.2, -0.1, 0.0], [0.2, 0.0, 0.0], [0.2, 0.2, 0.0], [0.0, -0.1, 0.0], [0.1, 0.1, 0.0], [-0.5, -0.3, 0.0], [-0.1, -0.1, -0.1], [-0.1, 0.0, 0.1], [0.1, -0.1, 0.0], [-0.1, 0.1, 0.0], [0.0, 0.0, 0.1], [0.1, -0.1, 0.0], [0.1, 0.1, 0.0], [0.1, 0.0, 0.0], [0.1, 0.1, 0.1], [-0.1, 0.1, 0.0], [0.0, 0.1, -0.1]]
}